[1]
DFT (wB97M-V/def2-TZVPD) results for C14H12ClFN2O4 in the gas phase in a non-equilibrium geometry.

Element x y z (Å)
O (-0.08841, -2.11343, 2.45039)
O (2.54488, -0.94880, -0.54567)
O (-4.61692, 1.41797, 0.24399)
F (2.00731, 1.68213, -4.55475)
Cl (-0.52256, 3.37026, -4.64198)
O (2.14976, -2.12374, 1.74778)
C (0.91223, -1.61423, 1.79633)
C (1.62296, -0.17466, -0.18788)
C (-3.45004, 1.03889, 0.04329)
C (0.61766, -0.48272, 0.86441)
C (-0.57686, 0.30336, 1.00679)
C (1.69300, 0.69261, -2.56002)
C (-0.62267, 2.22658, -2.13951)
C (1.33674, 1.67647, -3.46737)
C (0.09740, 2.39600, -3.32134)
C (1.05423, 0.66238, -1.32753)
C (-0.15903, 1.40394, -1.10791)
N (-0.97432, 1.26331, 0.04459)
N (-2.26664, 1.83865, 0.15985)
C (-2.45165, 3.20513, 0.57278)
C (1.44917, -4.60501, 1.92586)
C (2.23748, -3.35031, 2.42738)
H (-3.44877, 0.03280, -0.18914)
H (-1.18074, 0.02977, 1.80765)
H (2.51266, -0.00452, -2.68437)
H (-1.46485, 2.84166, -1.98721)
H (-2.26383, 3.37197, 1.67301)
H (-1.90812, 3.97436, -0.03682)
H (-3.52279, 3.45028, 0.36739)
H (1.59173, -4.64318, 0.86751)
H (1.91006, -5.44347, 2.36984)
H (0.47411, -4.56543, 2.38931)
H (1.97909, -3.22144, 3.48624)
H (3.32776, -3.58756, 2.50713)

Properties
LUMO = -0.025 Ha
Total charge = 0
Energy = -41119.721 eV

***

[2]
DFT (wB97M-V/def2-TZVPD) results for C14H12ClN3O3 in the gas phase in a non-equilibrium geometry.

Element x y z (Å)
C (1.31164, 2.02986, 1.32405)
H (0.47923, 2.72489, 1.23088)
H (0.97349, 1.12152, 1.83085)
O (1.75666, 1.76892, 0.00413)
C (2.80329, 0.87651, -0.08044)
C (4.05929, 1.36671, -0.42075)
C (5.14845, 0.52277, -0.52741)
C (4.98974, -0.82998, -0.26428)
C (3.74875, -1.33955, 0.07397)
C (2.64674, -0.49635, 0.14999)
C (1.32525, -1.12697, 0.46685)
O (1.17860, -2.08230, 1.17622)
O (0.36735, -0.45704, -0.18105)
N (-0.96376, -0.91787, -0.00941)
C (-1.83598, -0.05762, -0.38836)
N (-1.55194, 1.19559, -0.81929)
H (-2.23809, 1.72561, -1.32538)
H (-0.57971, 1.42637, -0.95811)
C (-3.24374, -0.47645, -0.27863)
C (-3.57235, -1.83101, -0.27424)
C (-4.90710, -2.18639, -0.17518)
N (-5.89180, -1.30752, -0.08613)
C (-5.57907, -0.02461, -0.07798)
C (-4.27940, 0.44902, -0.17042)
H (-4.08736, 1.51065, -0.13285)
H (-6.41340, 0.65956, 0.00669)
H (-5.20850, -3.22533, -0.16912)
H (-2.78983, -2.56766, -0.34248)
H (3.61235, -2.39110, 0.27416)
Cl (6.34876, -1.88653, -0.36689)
H (6.11705, 0.91120, -0.79969)
H (4.16667, 2.42436, -0.60663)
H (2.10871, 2.49072, 1.91692)

Properties
LUMO = 0.004 Ha
Total charge = 0
Energy = -37846.638 eV

***

[3]
DFT (wB97M-V/def2-TZVPD) results for a molecular structure, C14H12F18N4O18S6Zn3 in a non-equilibrium geometry.

Element x y z (Å)
Zn (-3.09122, 0.40350, 1.98557)
Zn (3.68925, 3.71427, 0.99825)
Zn (-0.59088, 1.53058, -4.76084)
C (-0.64977, 5.18641, 5.19620)
F (0.42370, 4.69113, 5.77033)
F (-1.73170, 4.64172, 5.79068)
F (-0.62284, 6.51732, 5.35759)
S (-0.61421, 4.61433, 3.33211)
O (-1.42917, 3.34298, 3.21248)
O (-1.20320, 5.68942, 2.55703)
O (0.77989, 4.48931, 2.88003)
C (1.91494, -2.24847, -0.63376)
F (2.66729, -2.34263, 0.44342)
F (2.83240, -2.25574, -1.66975)
F (1.02205, -3.23162, -0.65002)
S (1.14491, -0.48311, -0.44862)
O (-0.06418, -0.64120, 0.38135)
O (2.07596, 0.52066, 0.18532)
O (0.71380, -0.06471, -1.84186)
C (-6.03795, 1.07904, -3.29418)
F (-6.28454, 1.54230, -4.53134)
F (-7.12446, 1.22713, -2.48884)
F (-5.63435, -0.16132, -3.49169)
S (-4.71814, 2.10655, -2.41739)
O (-4.40692, 1.54867, -1.06869)
O (-3.56733, 2.01963, -3.24678)
O (-5.28960, 3.45628, -2.47134)
C (4.77687, -0.83941, -7.33431)
F (3.90498, -1.83038, -7.30125)
F (5.40037, -0.96093, -6.14791)
F (5.69747, -0.88999, -8.36210)
S (3.75231, 0.79336, -7.47727)
O (3.16303, 0.97023, -8.81716)
O (2.65594, 0.67231, -6.47071)
O (4.66098, 1.85751, -7.05876)
C (0.01060, -2.54189, 6.75745)
F (0.91412, -2.77001, 5.77706)
F (-0.79384, -3.65975, 6.83998)
F (0.60581, -2.33964, 7.94807)
S (-0.84418, -0.84520, 6.25276)
O (0.27452, 0.04828, 6.00105)
O (-1.72313, -1.04667, 5.05932)
O (-1.66451, -0.53353, 7.41643)
C (1.16868, 7.39084, -3.32844)
F (1.93794, 8.18957, -4.12000)
F (1.08674, 7.90086, -2.07554)
F (-0.04411, 7.32214, -3.84941)
S (1.86127, 5.57436, -3.31325)
O (3.04071, 5.50288, -4.23016)
O (2.30312, 5.30233, -1.98681)
O (0.76437, 4.66865, -3.60871)
C (-0.85170, -7.53119, 2.95176)
C (0.46901, -7.72576, 3.60175)
N (1.45300, -7.89385, 4.11142)
H (-1.63916, -7.50077, 3.70482)
H (-1.03617, -8.44207, 2.38223)
H (-0.96768, -6.58510, 2.42305)
C (4.93637, 2.82164, 6.76651)
C (5.04173, 2.59722, 5.27684)
N (5.12139, 2.38426, 4.14236)
H (4.41995, 1.97081, 7.21092)
H (4.29480, 3.66079, 7.03543)
H (5.91332, 2.86944, 7.24751)
C (-0.02757, -5.04200, -4.78937)
C (-1.13684, -4.23814, -4.23831)
N (-1.94979, -3.55351, -3.78066)
H (-0.36139, -5.90658, -5.36309)
H (0.45718, -5.46513, -3.90956)
H (0.67841, -4.42065, -5.34038)
C (-5.45097, -4.91788, -0.40496)
C (-5.01787, -3.66937, 0.25307)
N (-4.70571, -2.71525, 0.79799)
H (-4.63615, -5.51408, -0.81572)
H (-6.05691, -4.57351, -1.24303)
H (-6.06102, -5.43767, 0.33380)

Properties
LUMO = -0.263 Ha
Total charge = 0
Energy = -316680.678 eV

***

[4]
DFT (wB97M-V/def2-TZVPD) results for a molecular structure, C14H12N2O6V.

Element x y z (Å)
V (0.03198, -0.10935, 0.49158)
C (3.85554, -1.01615, 0.09340)
C (2.67415, -1.90620, -0.02246)
N (1.40304, -1.52813, -0.05517)
C (0.63025, -2.68004, -0.17285)
C (1.45771, -3.75750, -0.21832)
N (2.72490, -3.24233, -0.12415)
C (1.29987, -5.24392, -0.32997)
O (0.08264, -5.71687, -0.44213)
O (2.29825, -5.91299, -0.29827)
C (-0.84976, -2.56494, -0.24476)
O (-1.55628, -3.54355, -0.31600)
O (-1.27722, -1.32053, -0.19983)
H (3.53419, 0.01891, 0.17794)
H (4.48912, -1.10912, -0.78897)
H (4.44982, -1.27614, 0.96926)
H (3.54652, -3.83542, -0.14349)
H (-0.61252, -5.00792, -0.45806)
C (0.12725, 0.86743, 4.56127)
C (0.11820, 1.08699, 3.08447)
O (0.20829, 0.03079, 2.37728)
C (0.02373, 2.39607, 2.50959)
C (-0.09011, 3.51218, 3.37678)
C (-0.17236, 4.78849, 2.89703)
C (-0.14006, 5.00321, 1.51333)
C (-0.02417, 3.95094, 0.63541)
C (0.06052, 2.63907, 1.10626)
O (0.19706, 1.67957, 0.18628)
H (0.19174, -0.19726, 4.76216)
H (-0.78073, 1.26911, 5.01164)
H (0.97574, 1.37829, 5.01826)
H (-0.11704, 3.34989, 4.44435)
H (-0.26332, 5.62335, 3.57673)
H (-0.20664, 6.01138, 1.12549)
H (0.00423, 4.10819, -0.43366)

Properties
2S+1 = 3
Expectation value of S² = 2.01
LUMO (alpha / beta) = -0.163 / -0.174 Ha
Total charge = +1
Energy = -55663.202 eV

***

Q: The highest energy belongs to which entry?
A: C14H12ClN3O3